{"formula": "C13H16BrCl3N7OSSiTl", "method": "the ωB97M-V functional and the def2-TZVPD basis", "charge": -2, "e_lumo_ev": [4.42, 4.45], "e_above_lowest_ev": 0.563, "symbols": ["Tl", "N", "C", "C", "N", "C", "C", "N", "C", "C", "N", "H", "H", "H", "H", "H", "H", "C", "C", "C", "C", "C", "Br", "N", "C", "H", "H", "H", "H", "H", "H", "O", "N", "C", "N", "S", "H", "H", "H", "H", "Cl", "Si", "Cl", "Cl"], "xyz": [[-1.8587, -0.0919, 0.2669], [1.9536, 1.4687, -2.8696], [2.6625, 0.3123, -2.7006], [1.9052, -0.4724, -1.8782], [0.7475, 0.1786, -1.5398], [0.8133, 1.3375, -2.1541], [-0.2411, 2.3259, -2.0828], [-1.3235, 2.1632, -1.3619], [-2.0930, 3.2732, -1.5871], [-1.4425, 4.1166, -2.4432], [-0.2623, 3.4967, -2.7569], [2.2339, 2.2898, -3.4212], [3.6191, 0.1485, -3.1634], [2.1176, -1.4630, -1.5128], [-3.0516, 3.3822, -1.1070], [-1.7145, 5.0740, -2.8494], [0.4771, 3.8569, -3.3745], [-0.5972, -3.7469, -4.1389], [-1.0082, -3.6783, -2.6878], [-1.2646, -4.8620, -1.9686], [-1.6360, -4.7137, -0.5930], [-1.7198, -3.4560, -0.0895], [-2.1987, -3.2403, 1.7676], [-1.4874, -2.2985, -0.7385], [-1.1238, -2.4615, -2.0758], [-0.5331, -4.7847, -4.4719], [0.3781, -3.2805, -4.2974], [-1.3138, -3.2307, -4.7818], [-1.1805, -5.8359, -2.4314], [-1.8393, -5.5628, 0.0443], [-0.9214, -1.5436, -2.6100], [-3.6914, 0.4294, -0.0021], [-0.2451, 3.4687, 1.2556], [-0.9165, 3.3037, 2.3940], [-0.1637, 2.8472, 3.4526], [-2.5551, 3.5853, 2.5143], [0.7494, 3.3430, 1.1981], [-0.7534, 3.7348, 0.4289], [0.5559, 2.1813, 3.1988], [-0.7535, 2.5253, 4.2044], [1.3751, -2.1668, 1.1710], [0.3202, -0.4243, 1.5702], [0.0121, -0.4533, 3.6491], [1.8534, 1.0310, 1.4219]]}

{"formula": "C13H16Cl4N2O2", "method": "the ωB97M-V functional and the def2-TZVPD basis", "smiles": "O=C1C(Cl)=C(Cl)C(=O)C(Cl)=C1Cl.CN(C)C[C@@H]1CCCN1", "e_lumo_ev": -2.09, "symbols": ["O", "C", "C", "Cl", "C", "Cl", "C", "O", "C", "Cl", "C", "Cl", "C", "N", "C", "C", "C", "C", "C", "C", "N", "H", "H", "H", "H", "H", "H", "H", "H", "H", "H", "H", "H", "H", "H", "H", "H"], "xyz": [[-0.7124, 1.5482, 4.7625], [0.0574, 1.3524, 3.8270], [0.5141, 2.4470, 2.9228], [-0.0322, 4.0109, 3.3239], [1.3097, 2.2140, 1.8409], [1.7694, 3.4644, 0.7734], [1.9183, 0.8851, 1.5973], [2.9588, 0.7327, 0.9467], [1.3321, -0.2270, 2.3821], [1.7848, -1.8099, 1.8924], [0.5788, -0.0021, 3.4918], [0.1451, -1.2584, 4.5618], [-0.6869, -3.0210, -0.1489], [-1.3792, -1.7541, -0.3139], [-2.7768, -1.8453, 0.0738], [-1.1549, -1.0757, -1.5871], [-0.5888, 0.3421, -1.4532], [-0.3452, 0.9856, -2.8292], [1.0277, 1.6634, -2.7402], [1.7348, 0.9026, -1.6164], [0.6734, 0.4148, -0.7576], [0.3876, -2.8717, -0.3192], [-0.8314, -3.3741, 0.8828], [-1.0497, -3.8065, -0.8428], [-3.2274, -0.8475, 0.0122], [-3.3569, -2.5308, -0.5752], [-2.8504, -2.2189, 1.1030], [-0.4593, -1.6701, -2.2072], [-2.1219, -0.9860, -2.1162], [-1.3309, 0.9256, -0.8778], [-0.2922, 0.1867, -3.5837], [-1.1533, 1.6684, -3.1033], [1.5906, 1.6062, -3.6742], [0.9234, 2.7080, -2.4338], [2.3317, 0.0716, -2.0327], [2.4164, 1.5304, -1.0366], [0.8956, -0.3609, -0.1449]]}

{"formula": "C13H16ClIN2Sr", "method": "the ωB97M-V functional and the def2-TZVPD basis", "e_lumo_ev": [-2.13, -0.86], "e_above_lowest_ev": 0.157, "symbols": ["C", "C", "H", "H", "H", "H", "H", "H", "C", "C", "C", "C", "H", "H", "H", "H", "N", "C", "C", "N", "C", "C", "C", "H", "H", "C", "H", "H", "Sr", "I", "Cl", "C", "H", "H"], "xyz": [[0.9963, -3.4959, -0.6845], [-2.1044, -1.7382, 0.8096], [1.4520, -3.3097, -1.6098], [0.0370, -4.1118, -0.7823], [1.7148, -4.2134, -0.3123], [-2.6403, -0.9986, 0.2345], [-2.3952, -2.6972, 0.3118], [-2.6324, -1.6542, 1.7346], [2.3614, -0.4335, -1.8443], [3.0161, 0.4686, -2.7062], [2.5190, 1.7733, -2.7728], [1.4242, 2.1349, -2.0212], [2.7575, -1.4546, -1.6753], [3.8754, 0.1334, -3.2634], [3.0048, 2.5109, -3.4043], [1.0358, 3.1107, -2.0142], [1.2531, -0.1174, -1.1395], [0.7852, 1.1662, -1.2004], [-0.4037, 1.5325, -0.3849], [-1.0632, 0.5596, 0.3316], [-2.1685, 0.8949, 1.0057], [-2.0899, 3.1326, 0.3342], [-2.7946, 2.1033, 0.9813], [-2.6673, 0.0973, 1.5639], [-3.7386, 2.2312, 1.4688], [-0.8957, 2.8625, -0.3070], [-0.2784, 3.6283, -0.7498], [-2.4880, 4.1689, 0.3502], [0.3522, -1.7091, 0.6381], [3.8309, -2.6227, 1.1869], [0.7522, -1.7173, 3.7575], [-0.7116, -0.9446, 3.9536], [-1.4131, -1.3045, 4.7113], [-0.6833, 0.0136, 3.4988]]}

{"formula": "C13H16ClNO3", "method": "the ωB97M-V functional and the def2-TZVPD basis", "smiles": "CC(C)C[C@@H](NC(=O)c1cccc(Cl)c1)C(=O)O", "e_lumo_ev": 0.47, "e_above_lowest_ev": 0.000, "symbols": ["C", "C", "C", "C", "C", "N", "C", "O", "C", "C", "C", "C", "C", "Cl", "C", "C", "O", "O", "H", "H", "H", "H", "H", "H", "H", "H", "H", "H", "H", "H", "H", "H", "H", "H"], "xyz": [[-5.1118, -1.6327, 0.1144], [-3.6261, -1.2869, 0.0348], [-2.7869, -2.5305, 0.3254], [-3.2887, -0.1524, 1.0170], [-2.2220, 0.8203, 0.4839], [-0.9891, 0.1766, 0.1066], [0.1667, 0.4231, 0.7725], [0.2113, 1.1113, 1.7723], [1.3825, -0.2219, 0.1890], [1.3476, -1.4152, -0.5259], [2.5201, -1.9585, -1.0215], [3.7328, -1.3220, -0.8216], [3.7635, -0.1381, -0.1001], [5.2723, 0.6595, 0.1640], [2.6015, 0.4099, 0.4124], [-2.8094, 1.6345, -0.6569], [-3.8545, 2.2213, -0.6047], [-2.0387, 1.6287, -1.7536], [-5.7188, -0.7740, -0.1619], [-5.3488, -2.4529, -0.5596], [-5.3762, -1.9325, 1.1260], [-3.4145, -0.9459, -0.9857], [-3.0850, -2.9646, 1.2775], [-1.7293, -2.2876, 0.3835], [-2.9313, -3.2804, -0.4495], [-2.9430, -0.5724, 1.9617], [-4.1805, 0.4438, 1.2143], [-1.9646, 1.5247, 1.2886], [-0.9593, -0.2676, -0.7963], [0.4178, -1.9432, -0.6767], [2.4917, -2.8885, -1.5690], [4.6466, -1.7408, -1.2123], [2.6197, 1.3225, 0.9878], [-2.4363, 2.1823, -2.4444]]}

{"formula": "C13H16IN3OS", "method": "the ωB97M-V functional and the def2-TZVPD basis", "smiles": "CC[C@H](I)c1cc2nsnc2c(CNC)c1CC=O", "e_lumo_ev": -1.32, "symbols": ["C", "C", "C", "I", "C", "C", "C", "N", "S", "N", "C", "C", "C", "N", "C", "C", "C", "C", "O", "H", "H", "H", "H", "H", "H", "H", "H", "H", "H", "H", "H", "H", "H", "H", "H"], "xyz": [[3.9665, -1.3612, 1.7789], [2.8815, -2.1877, 0.9317], [1.3586, -1.7151, 1.1351], [0.1206, -3.4758, 0.5869], [0.9224, -0.5041, 0.1435], [1.9405, 0.0576, -0.9134], [1.5896, 1.2335, -1.9146], [2.5220, 1.8068, -2.8898], [1.5343, 3.0136, -3.6552], [0.0148, 2.8630, -2.8458], [0.1255, 1.8201, -1.8530], [-0.9376, 1.2884, -0.8006], [-2.3862, 1.9890, -0.8406], [-3.3700, 1.3403, -1.7481], [-3.7590, -0.0312, -1.3109], [-0.5415, 0.1477, 0.2127], [-1.6478, -0.3000, 1.2729], [-1.1417, 0.1172, 2.7696], [-0.5336, 1.2289, 2.8963], [4.0978, -0.2691, 1.4691], [4.9923, -1.8706, 1.5808], [3.7910, -1.4990, 2.9166], [2.9323, -3.2810, 1.3203], [3.1259, -2.2711, -0.1971], [1.0982, -1.4260, 2.2094], [3.0215, -0.3446, -0.9908], [-2.2112, 3.0561, -1.2549], [-2.7519, 2.1040, 0.2419], [-3.0836, 1.3759, -2.7359], [-4.2623, 0.0675, -0.2756], [-4.5876, -0.3986, -2.0345], [-2.9013, -0.7954, -1.2994], [-2.6625, 0.2270, 1.1491], [-1.8627, -1.4227, 1.3056], [-1.3951, -0.5835, 3.6400]]}

{"formula": "C13H16INO10", "method": "the ωB97M-V functional and the def2-TZVPD basis", "smiles": "O=NOCC1=CC(=O)C=C(I)C1=O.COC(=O)OC.COC(=O)OC", "e_lumo_ev": -1.58, "symbols": ["O", "N", "O", "C", "C", "C", "C", "O", "C", "C", "I", "C", "O", "H", "H", "H", "H", "C", "O", "C", "O", "O", "C", "H", "H", "H", "H", "H", "H", "C", "O", "C", "O", "O", "C", "H", "H", "H", "H", "H", "H"], "xyz": [[-0.1779, -1.9461, -8.9487], [-1.2033, -2.3711, -8.6273], [-1.8457, -1.5370, -7.6004], [-1.0845, -1.3362, -6.4231], [-1.1005, -2.4568, -5.4128], [-1.3226, -2.2061, -4.1246], [-1.2751, -3.3037, -3.1222], [-1.9400, -3.2802, -2.1109], [-0.3532, -4.4274, -3.4420], [-0.1352, -4.7000, -4.7241], [1.0654, -6.2415, -5.3914], [-0.8294, -3.8852, -5.7863], [-1.1774, -4.3753, -6.8285], [-0.0515, -1.0595, -6.6652], [-1.5317, -0.4648, -5.9454], [-1.5494, -1.2112, -3.7580], [0.0813, -5.0066, -2.6382], [-0.6225, -2.1070, 0.2178], [-0.7437, -1.4785, 1.5020], [-0.7436, -0.1493, 1.4562], [-0.6480, 0.5240, 0.4618], [-0.8665, 0.3143, 2.6998], [-0.8801, 1.7408, 2.7988], [-0.6402, -3.1762, 0.4011], [-1.4548, -1.8287, -0.4194], [0.3215, -1.8221, -0.2464], [-1.7232, 2.1589, 2.2523], [0.0509, 2.1619, 2.4244], [-0.9813, 1.9779, 3.8536], [2.7954, 6.3958, 5.6826], [1.8503, 5.3624, 5.3855], [1.9430, 4.2933, 6.1748], [2.7277, 4.1456, 7.0744], [1.0154, 3.4136, 5.7955], [1.0036, 2.2076, 6.5661], [2.5995, 7.1885, 4.9672], [2.6531, 6.7645, 6.6964], [3.8131, 6.0292, 5.5641], [0.7899, 2.4173, 7.6121], [1.9553, 1.6870, 6.4807], [0.2158, 1.5879, 6.1477]]}

{"formula": "C13H16N", "method": "the ωB97M-V functional and the def2-TZVPD basis", "charge": 1, "e_lumo_ev": -4.99, "e_above_lowest_ev": 0.000, "symbols": ["C", "C", "C", "C", "C", "C", "C", "C", "C", "C", "C", "C", "C", "N", "H", "H", "H", "H", "H", "H", "H", "H", "H", "H", "H", "H", "H", "H", "H", "H"], "xyz": [[2.3936, -0.1956, -2.8789], [1.1190, 0.0300, -3.3714], [2.6102, -0.1893, -1.5129], [0.0651, 0.2570, -2.5092], [1.5575, 0.0280, -0.6384], [0.2742, 0.2462, -1.1290], [-2.2634, 2.3229, 0.6726], [-1.2869, 1.8606, -0.1195], [1.7811, 0.1010, 0.8585], [-0.8061, -1.7264, 0.8722], [-1.6715, -0.6636, 0.1911], [-0.0778, -1.0479, 2.0414], [-0.8547, 0.4980, -0.2285], [0.5374, 0.1724, 1.5803], [3.2155, -0.3691, -3.5547], [0.9330, 0.0392, -4.4349], [3.6034, -0.3419, -1.1169], [-0.9267, 0.4320, -2.8977], [-2.5118, 3.3699, 0.6715], [-2.8260, 1.6977, 1.3459], [-0.7342, 2.5614, -0.7332], [2.3564, -0.7795, 1.1671], [2.3816, 0.9903, 1.0728], [-1.4257, -2.5443, 1.2358], [-0.0772, -2.1353, 0.1709], [-2.1035, -1.1089, -0.7118], [-2.4931, -0.3649, 0.8410], [-0.7890, -0.8095, 2.8342], [0.6714, -1.7389, 2.4416], [0.4489, 0.9619, 2.2051]]}

{"formula": "C13H16N", "method": "the ωB97M-V functional and the def2-TZVPD basis", "smiles": "CC(=[NH2+])\\C=C/C=C\\C=C1/C=CC=CC1", "charge": 1, "e_lumo_ev": [-5.02, -5.02], "e_above_lowest_ev": 2.822, "symbols": ["C", "C", "N", "C", "C", "C", "C", "C", "C", "C", "C", "C", "C", "C", "H", "H", "H", "H", "H", "H", "H", "H", "H", "H", "H", "H", "H", "H", "H", "H"], "xyz": [[-0.3486, -2.7408, 0.1248], [0.6016, -2.2692, 1.1972], [1.8939, -2.8415, 1.1252], [0.2355, -1.7039, 2.4177], [-0.9395, -1.1185, 2.8803], [-1.8627, -0.5102, 2.0089], [-1.7026, 0.2318, 0.8267], [-0.5037, 0.3853, 0.1138], [-0.2860, 1.1358, -1.0452], [-1.1614, 2.0775, -1.5857], [-0.6241, 3.2303, -2.0674], [0.7223, 3.5654, -2.1847], [1.5042, 2.4817, -2.1946], [1.1570, 1.2112, -1.5059], [0.0147, -3.8223, -0.1416], [-0.1794, -2.1714, -0.8396], [-1.3622, -2.5824, 0.3313], [2.1855, -3.2626, 0.2348], [2.6133, -2.7444, 1.8426], [1.0993, -1.8390, 3.1226], [-1.2094, -1.2161, 3.9360], [-2.7797, -0.3609, 2.5395], [-2.5491, 0.8294, 0.4687], [0.2387, -0.2818, 0.4737], [-2.1583, 2.0412, -1.5311], [-1.3018, 3.8633, -2.3946], [0.9003, 4.4560, -2.7209], [2.5190, 2.4709, -2.5639], [1.4582, 0.3952, -2.2094], [1.8249, 1.0900, -0.6591]]}